Entry 1:
Here is 2 unconnected molecules or ions with the total composition C5H10O2 from OMol25. Energies are from wB97M-V/def2-TZVPD.

Bonds (Å) are listed after each position.
Positions of all 17 atoms, in Å:
1 C 0.10 1.64 0.85  C2 1.330, H6 1.085, H7 1.084
2 C 0.57 1.26 -0.33  C1 1.330, O3 1.353, H8 1.092
3 O 1.56 0.36 -0.52  C2 1.353, C4 1.441
4 C 1.40 -1.01 -0.10  O3 1.441, C5 1.528, H9 1.098, H10 1.094
5 C 0.32 -1.37 0.92  C4 1.528, H11 1.092, H12 1.096, H13 1.093
6 H -0.76 2.31 0.92  C1 1.085
7 H 0.49 1.23 1.78  C1 1.084
8 H 0.18 1.68 -1.26  C2 1.092
9 H 1.25 -1.61 -1.00  C4 1.098
10 H 2.39 -1.29 0.30  C4 1.094
11 H -0.67 -1.00 0.67  C5 1.092
12 H 0.25 -2.46 0.94  C5 1.096
13 H 0.55 -1.04 1.94  C5 1.093
14 C -1.91 0.33 -1.28  O15 1.206, H16 1.104, H17 1.106
15 O -2.05 -0.82 -0.95  C14 1.206
16 H -2.26 1.17 -0.65  C14 1.104
17 H -1.43 0.62 -2.23  C14 1.106

* E_tot: -9439.638 eV
* E_HOMO: -9.28 eV
* spin multiplicity: 1
* Kohn-Sham gap: 0.368 Eh
* energy above the lowest of the compared OMol25 structures with the same formula, charge and spin: 78.5 kcal per mole
* SMILES: C=COCC.C=O

Atom charges from the Mulliken analysis, given in e for atoms 1 to 2: C -0.62; C -0.23

---

Entry 2:
Here is 2 unconnected molecules or ions with the total composition C7H8BrNO3S2 in a non-equilibrium geometry from OMol25. Energies are from wB97M-V/def2-TZVPD.

Bonds (Å) are listed after each position.
Positions of all 22 atoms, in Å:
1 C -0.19 -0.54 1.16  C3 1.353, C5 1.380, H15 1.066
2 C 0.18 -0.19 -1.27  C4 1.381, C5 1.509, H16 1.031
3 C -1.16 0.40 1.10  C1 1.353, C6 1.412, H17 1.109
4 C -0.99 0.54 -1.36  C2 1.381, C6 1.375, H18 1.101
5 C 0.53 -0.87 0.03  C1 1.380, C2 1.509, C7 1.444
6 C -1.64 0.77 -0.17  C3 1.412, C4 1.375, S13 1.839
7 C 1.62 -1.82 -0.05  C5 1.444, N8 1.353, S12 1.718
8 N 1.86 -2.59 1.03  C7 1.353, H19 1.065, H20 1.000
9 O -3.70 2.18 0.92  S13 1.409
10 O -3.75 1.40 -1.37  S13 1.419
11 O -3.75 -0.26 0.42  S13 1.508
12 S 2.87 -1.69 -1.22  C7 1.718, H22 1.296
13 S -3.44 1.15 -0.01  C6 1.839, O9 1.409, O10 1.419, O11 1.508
14 Br 3.18 3.75 -0.46  H21 1.691
15 H -0.12 -0.98 2.12  C1 1.066
16 H 0.79 -0.34 -2.09  C2 1.031
17 H -1.67 0.79 2.01  C3 1.109
18 H -1.37 1.11 -2.22  C4 1.101
19 H 2.81 -3.05 1.17  N8 1.065
20 H 1.27 -2.47 1.83  N8 1.000
21 H 3.04 5.43 -0.63  Br14 1.691
22 H 3.62 -2.71 -0.93  S12 1.296

* E_tot: -106730.554 eV
* E_HOMO: -8.53 eV
* spin multiplicity: 1
* Kohn-Sham gap: 0.237 Eh

Atom charges from the Mulliken analysis, given in e for atoms 1 to 2: C -0.35; C -0.48

---

Entry 3:
Here is a single C6H8S molecule in a non-equilibrium geometry from OMol25. Energies are from wB97M-V/def2-TZVPD.

Bonds (Å) are listed after each position.
Positions of all 15 atoms, in Å:
1 C -0.13 -1.07 -1.26  C2 1.336, C3 1.526, H8 1.067
2 C -1.04 -0.17 -0.88  C1 1.336, C6 1.530, H9 1.144
3 C 1.25 -0.74 -0.70  C1 1.526, C5 1.507, H10 1.074, H11 1.046
4 C 0.03 -0.02 1.44  C5 1.505, C6 1.450, H12 1.059, H13 1.076
5 C 1.04 0.31 0.37  C3 1.507, C4 1.505, C6 1.551, H14 1.039
6 C -0.46 0.67 0.27  C2 1.530, C4 1.450, C5 1.551, S7 1.767
7 S -1.02 2.33 0.50  C6 1.767, H15 1.291
8 H -0.26 -1.88 -1.94  C1 1.067
9 H -2.13 -0.13 -1.23  C2 1.144
10 H 1.73 -1.62 -0.32  C3 1.074
11 H 1.86 -0.30 -1.42  C3 1.046
12 H -0.45 -0.96 1.38  C4 1.059
13 H -0.02 0.51 2.38  C4 1.076
14 H 1.84 0.95 0.52  C5 1.039
15 H -2.23 2.12 0.88  S7 1.291

* E_tot: -17179.404 eV
* E_HOMO (alpha / beta): -3.44 / -9.42 eV
* spin multiplicity: 3
* expectation value of S²: 2.00
* Kohn-Sham gap (alpha / beta): 0.161 / 0.243 Eh
* energy above the lowest of the compared OMol25 structures with the same formula, charge and spin: 110.6 kcal per mole

Atom charges from the Mulliken analysis, given in e for atoms 1 to 2: C -0.66; C -0.54